[1]
ORCA calculation (the ωB97M-V functional and the def2-TZVPD basis) on an isolated molecule of C3H6N2O2 at a distorted geometry.

The geometry in XYZ format:
```
13
C3H6N2O2, DFT the ωB97M-V functional and the def2-TZVPD basis
C -2.82 -0.33 -0.06
N -1.96 0.61 -0.07
O -0.67 0.08 0.05
C 0.23 1.12 0.00
O -0.06 2.28 0.06
N 1.52 0.64 -0.20
C 1.91 -0.79 0.02
H -2.58 -1.41 0.06
H -3.84 -0.03 -0.06
H 2.22 1.32 -0.10
H 1.62 -1.15 1.05
H 1.45 -1.45 -0.71
H 3.00 -0.91 -0.04
```

- energy above the lowest of the compared OMol25 structures with the same formula, charge and spin (eV) = 2.995
- orbital gap (eV) = 10.7241
- E_tot (Ha) = -377.8493
- HOMO level (Ha) = -0.363
- net charge = 0
- lowest unoccupied orbital energy (eV) = 0.8556
- structure (SMILES) = C=NOC(=O)NC
- maximum force (eV/Å) = 2.3



[2]
ORCA calculation (the ωB97M-V functional and the def2-TZVPD basis) on a structure of composition C34H41GeN6O4STi at a distorted geometry.

The geometry in XYZ format:
```
88
C34H41GeN6O4STi, DFT the ωB97M-V functional and the def2-TZVPD basis
Ti -2.52 0.64 -0.25
N -4.60 0.22 -0.79
C -5.55 1.31 -0.48
C -4.91 2.55 -0.98
N -3.54 2.69 -0.34
C -2.60 3.52 -1.10
C -1.24 3.57 -0.31
N -0.89 2.13 -0.25
C -3.72 3.17 1.00
C -2.93 2.45 2.04
N -3.10 0.99 1.87
H -4.64 0.07 -1.86
H -4.89 -0.64 -0.34
H -5.73 1.33 0.57
H -6.53 1.24 -0.90
H -5.62 3.39 -0.76
H -4.79 2.52 -2.06
H -3.03 4.53 -1.21
H -2.45 3.12 -2.07
H -1.17 4.05 0.68
H -0.52 4.08 -0.95
H -0.22 1.99 0.47
H -0.30 1.79 -1.03
H -4.80 3.04 1.22
H -3.74 4.23 1.02
H -3.28 2.78 3.08
H -1.89 2.72 1.96
H -4.07 0.68 1.93
H -2.60 0.48 2.63
O -1.44 -1.57 -3.07
C -1.31 -0.41 -2.88
O -1.94 0.20 -1.85
C -0.52 0.54 -3.76
C -0.53 0.29 -5.11
C 0.14 1.18 -5.88
C 0.75 2.30 -5.34
C 0.74 2.41 -3.92
N 0.00 1.61 -3.16
H -1.00 -0.59 -5.51
H 0.11 0.98 -6.94
H 1.29 2.99 -5.96
H 1.19 3.25 -3.43
O -2.76 -1.35 0.53
C -1.55 -1.38 0.65
O -0.96 -0.20 0.65
C -0.71 -2.59 0.76
C 0.28 -2.44 2.02
Ge 2.18 -1.99 1.83
C 2.77 -1.44 3.68
C 3.37 -0.20 3.96
C 3.86 0.11 5.31
C 3.75 -0.84 6.26
C 3.34 -2.13 5.92
C 2.86 -2.42 4.67
C 2.46 -0.78 0.34
C 2.49 -1.44 -0.89
C 2.77 -0.66 -1.99
C 3.04 0.69 -1.84
C 2.98 1.31 -0.62
C 2.66 0.60 0.49
C 3.30 -3.51 1.37
C 4.63 -3.15 1.17
C 5.53 -3.95 0.54
C 5.09 -5.20 0.14
C 3.75 -5.54 0.14
C 2.86 -4.66 0.81
H -0.08 -2.62 -0.16
H -1.36 -3.38 0.99
H 0.29 -3.40 2.54
H -0.06 -1.66 2.70
H 3.51 0.55 3.19
H 4.27 1.08 5.41
H 4.11 -0.66 7.25
H 3.31 -2.88 6.68
H 2.54 -3.41 4.56
H 2.40 -2.49 -0.93
H 2.79 -1.13 -2.97
H 3.19 1.30 -2.71
H 3.29 2.32 -0.53
H 2.61 1.05 1.47
H 5.05 -2.24 1.61
H 6.51 -3.58 0.38
H 5.82 -5.91 -0.30
H 3.49 -6.45 -0.30
H 1.89 -4.99 0.97
S -5.47 0.29 -3.88
C -4.25 1.36 -3.89
N -3.42 2.17 -3.89
```

- orbital gap (eV) = 6.2319
- E_tot (Ha) = -5274.1773
- HOMO level (Ha) = -0.367
- net charge = +1
- lowest unoccupied orbital energy (eV) = -3.7433
- maximum force (eV/Å) = 4.0



[3]
ORCA calculation (the ωB97M-V functional and the def2-TZVPD basis) on a cluster of 7 separate species, C27H27Cl8NO2 in total at a distorted geometry.

The geometry in XYZ format:
```
65
C27H27Cl8NO2, DFT the ωB97M-V functional and the def2-TZVPD basis
C -0.20 0.36 0.37
N -1.26 0.00 -0.61
O -1.17 0.47 -1.72
O -2.14 -0.74 -0.22
H 0.59 0.90 -0.13
H 0.08 -0.52 0.93
H -0.66 1.14 0.99
Cl -0.99 -1.96 6.21
C -1.07 -2.42 4.52
Cl 0.12 -3.67 4.20
Cl -2.68 -3.05 4.16
Cl -0.80 -1.00 3.51
Cl -5.12 -0.74 1.90
C -4.86 0.99 1.76
Cl -5.81 1.85 2.97
Cl -3.14 1.35 1.98
Cl -5.34 1.53 0.13
C -4.19 5.24 -2.60
C -4.10 3.86 -2.51
C -2.86 3.28 -2.30
C -1.73 4.08 -2.14
C -1.84 5.46 -2.20
C -3.07 6.04 -2.44
H -5.17 5.70 -2.72
H -4.97 3.23 -2.66
H -2.77 2.20 -2.20
H -0.80 3.57 -1.88
H -1.00 6.12 -2.03
H -3.11 7.10 -2.62
C 3.48 0.74 -1.64
C 3.06 2.06 -1.68
C 1.94 2.42 -2.43
C 1.29 1.46 -3.19
C 1.72 0.14 -3.18
C 2.81 -0.22 -2.39
H 4.38 0.50 -1.10
H 3.67 2.81 -1.19
H 1.65 3.46 -2.52
H 0.40 1.73 -3.75
H 1.16 -0.60 -3.74
H 3.11 -1.26 -2.36
C -0.75 -4.52 -1.50
C 0.46 -5.03 -1.96
C 1.63 -4.86 -1.25
C 1.61 -4.17 -0.05
C 0.42 -3.59 0.38
C -0.76 -3.82 -0.30
H -1.64 -4.63 -2.10
H 0.49 -5.53 -2.93
H 2.57 -5.26 -1.62
H 2.53 -4.08 0.51
H 0.35 -3.11 1.36
H -1.71 -3.48 0.09
C 2.90 -0.27 1.79
C 3.40 -1.57 1.79
C 3.51 -2.27 2.99
C 3.08 -1.68 4.17
C 2.62 -0.37 4.17
C 2.52 0.34 2.97
H 2.89 0.31 0.88
H 3.82 -1.97 0.88
H 3.91 -3.28 2.99
H 3.13 -2.21 5.11
H 2.27 0.08 5.09
H 2.14 1.35 3.04
```

- energy above the lowest of the compared OMol25 structures with the same formula, charge and spin (eV) = 0.000
- orbital gap (eV) = 9.4029
- E_tot (Ha) = -4931.6812
- HOMO level (Ha) = -0.341
- net charge = 0
- lowest unoccupied orbital energy (eV) = 0.1305
- structure (SMILES) = C[N+](=O)[O-].ClC(Cl)(Cl)Cl.ClC(Cl)(Cl)Cl.c1ccccc1.c1ccccc1.c1ccccc1.c1ccccc1
- maximum force (eV/Å) = 1.2



[4]
ORCA calculation (the ωB97M-V functional and the def2-TZVPD basis) on a cluster of 4 separate species, C8H16O16S4 in total at a distorted geometry.

The geometry in XYZ format:
```
44
C8H16O16S4, DFT the ωB97M-V functional and the def2-TZVPD basis
O -5.02 -6.36 -1.41
S -4.10 -6.15 -2.53
O -4.32 -6.76 -3.83
O -3.74 -4.50 -2.73
C -2.39 -4.21 -2.61
C -1.87 -5.28 -1.56
O -2.53 -6.45 -2.07
H -1.88 -4.20 -3.57
H -2.38 -3.21 -2.18
H -2.13 -5.11 -0.51
H -0.81 -5.45 -1.70
O -1.60 -0.72 5.11
S -2.56 0.24 4.62
O -2.30 0.99 3.39
O -4.08 -0.41 4.71
C -4.98 0.18 5.65
C -3.94 0.88 6.61
O -2.99 1.39 5.75
H -5.64 0.96 5.28
H -5.61 -0.45 6.28
H -3.43 0.08 7.15
H -4.25 1.52 7.44
O 1.38 6.55 -5.11
S 1.73 5.61 -4.04
O 1.74 4.18 -4.36
O 3.02 6.00 -3.14
C 2.76 7.03 -2.31
C 1.43 6.56 -1.73
O 0.72 5.89 -2.71
H 3.43 7.21 -1.47
H 2.55 7.98 -2.81
H 0.90 7.42 -1.31
H 1.59 5.92 -0.87
O 5.19 -4.19 -0.02
S 5.36 -2.75 0.03
O 6.39 -2.31 0.98
O 5.52 -2.02 -1.43
C 4.89 -0.79 -1.48
C 3.62 -1.08 -0.73
O 3.91 -2.02 0.25
H 5.40 0.04 -0.99
H 4.89 -0.52 -2.53
H 2.81 -1.47 -1.35
H 3.29 -0.20 -0.17
```

- energy above the lowest of the compared OMol25 structures with the same formula, charge and spin (eV) = 3.129
- orbital gap (eV) = 11.3494
- E_tot (Ha) = -3110.8081
- HOMO level (Ha) = -0.415
- net charge = 0
- lowest unoccupied orbital energy (eV) = 0.0659
- structure (SMILES) = O=S1(=O)OCCO1.O=S1(=O)OCCO1.O=S1(=O)OCCO1.O=S1(=O)OCCO1
- maximum force (eV/Å) = 4.4



[5]
ORCA calculation (the ωB97M-V functional and the def2-TZVPD basis) on a cluster of 4 separate species, C16H18Cl4N2O4 in total at a distorted geometry.

The geometry in XYZ format:
```
44
C16H18Cl4N2O4, DFT the ωB97M-V functional and the def2-TZVPD basis
Cl -4.63 14.23 -19.78
C -3.40 13.56 -18.70
C -2.32 12.75 -19.42
Cl -1.34 13.69 -20.49
H -3.88 12.93 -17.96
H -3.01 14.40 -18.12
H -2.52 11.80 -19.92
H -1.64 12.56 -18.59
Cl 0.22 13.25 -12.44
C -0.33 14.75 -13.19
C 0.10 15.98 -12.40
Cl -0.74 16.07 -10.87
H -1.39 14.53 -13.31
H 0.27 14.71 -14.10
H -0.07 16.87 -12.99
H 1.15 15.92 -12.09
C -5.11 17.61 -18.78
C -3.77 17.38 -18.49
C -3.45 16.87 -17.21
C -4.35 16.83 -16.19
C -5.73 17.07 -16.46
C -6.07 17.41 -17.79
N -3.98 16.38 -14.83
O -2.78 16.13 -14.71
O -4.84 16.25 -13.98
H -5.38 17.85 -19.80
H -3.00 17.48 -19.24
H -2.41 16.64 -17.03
H -6.56 16.87 -15.80
H -7.09 17.42 -18.14
C -7.16 14.18 -12.33
C -8.30 14.86 -11.88
C -9.60 14.35 -12.18
C -9.76 13.12 -12.87
C -8.58 12.43 -13.28
C -7.35 13.03 -13.12
N -11.01 12.51 -13.20
O -11.05 11.60 -13.97
O -12.06 13.01 -12.72
H -6.16 14.57 -12.22
H -8.23 15.83 -11.42
H -10.47 14.94 -11.93
H -8.59 11.61 -13.97
H -6.51 12.53 -13.59
```

- <S²> = 0.7642
- multiplicity = 2
- orbital gap (alpha / beta) (eV) = 3.0898 / 7.0229
- E_tot (Ha) = -2871.5575
- HOMO level (alpha / beta) (Ha) = -0.065 / -0.209
- net charge = -1
- lowest unoccupied orbital energy (alpha / beta) (eV) = 1.3227 / 1.3258
- maximum force (eV/Å) = 6.1



[6]
ORCA calculation (the ωB97M-V functional and the def2-TZVPD basis) on an isolated molecule of C4H8FN at a distorted geometry.

The geometry in XYZ format:
```
14
C4H8FN, DFT the ωB97M-V functional and the def2-TZVPD basis
F -0.94 1.62 -1.37
C -0.24 0.47 -1.17
C -0.52 0.10 0.24
C 0.75 0.25 1.35
N 1.24 -1.12 0.86
C -0.18 -1.39 0.28
H 0.83 0.66 -1.19
H -0.62 -0.25 -2.09
H -1.68 0.12 0.32
H 1.54 1.12 0.97
H 0.53 0.39 2.44
H 1.46 -1.47 1.72
H -0.40 -1.65 -0.87
H -0.73 -2.31 0.81
```

- energy above the lowest of the compared OMol25 structures with the same formula, charge and spin (eV) = 3.882
- orbital gap (eV) = 10.3333
- E_tot (Ha) = -311.6767
- HOMO level (Ha) = -0.342
- net charge = 0
- lowest unoccupied orbital energy (eV) = 1.0333
- structure (SMILES) = FCC1CNC1
- maximum force (eV/Å) = 4.5



[7]
ORCA calculation (the ωB97M-V functional and the def2-TZVPD basis) on a structure of composition C13H25CeClNSiV at a distorted geometry.

The geometry in XYZ format:
```
43
C13H25CeClNSiV, DFT the ωB97M-V functional and the def2-TZVPD basis
V -1.78 1.23 0.75
Cl -1.91 2.93 -0.55
C -2.88 -0.47 0.02
H -2.92 -1.20 0.85
H -2.89 -1.08 -0.90
H -3.84 0.08 0.02
Ce -0.31 0.60 -4.68
C 1.86 -0.10 -4.77
C -1.32 -1.24 -5.54
C -0.59 -0.78 -3.13
H -1.19 -2.09 -4.86
H -2.37 -0.94 -5.67
H -0.81 -1.39 -6.50
H 2.00 -1.00 -4.16
H 2.02 -0.30 -5.84
H 2.49 0.74 -4.43
H -1.30 -0.31 -2.35
H 0.06 -1.25 -2.40
C -2.58 1.35 2.63
Si -0.80 0.68 2.96
C 0.23 1.95 3.81
C -0.92 -1.00 3.73
N -0.13 0.56 1.31
C 1.18 0.13 1.07
C 1.72 0.20 -0.23
C 3.03 -0.20 -0.52
C 3.86 -0.70 0.51
C 3.36 -0.79 1.81
C 2.05 -0.39 2.09
H -2.85 1.41 3.68
H -3.30 0.67 2.11
H -2.67 2.36 2.16
H -0.20 2.16 4.80
H 1.26 1.59 3.92
H 0.25 2.87 3.21
H -1.21 -1.74 2.97
H 0.04 -1.30 4.16
H -1.69 -0.99 4.52
H 1.07 0.59 -1.03
H 3.41 -0.14 -1.53
H 4.88 -1.02 0.28
H 4.00 -1.18 2.61
H 1.70 -0.48 3.13
```

- energy above the lowest of the compared OMol25 structures with the same formula, charge and spin (eV) = 0.000
- <S²> = 3.7646
- multiplicity = 4
- orbital gap (alpha / beta) (eV) = 3.5969 / 5.4246
- E_tot (Ha) = -2733.6487
- HOMO level (alpha / beta) (Ha) = -0.068 / -0.136
- net charge = -1
- lowest unoccupied orbital energy (alpha / beta) (eV) = 1.7426 / 1.7295
- maximum force (eV/Å) = 4.2



[8]
ORCA calculation (the ωB97M-V functional and the def2-TZVPD basis) on a cluster of 2 separate species, C4H12 in total at a distorted geometry.

The geometry in XYZ format:
```
16
C4H12, DFT the ωB97M-V functional and the def2-TZVPD basis
C -0.39 0.57 -1.50
C -0.12 1.44 -2.74
H -1.32 0.01 -1.58
H 0.42 -0.14 -1.35
H -0.48 1.15 -0.58
H 0.51 0.89 -3.43
H 0.40 2.35 -2.44
H -1.05 1.77 -3.20
C 0.22 -1.76 2.03
C 0.27 -0.25 2.18
H -0.76 -2.15 2.31
H 0.44 -2.07 1.01
H 0.93 -2.28 2.68
H -0.63 0.17 1.75
H 0.43 0.12 3.20
H 1.12 0.19 1.65
```

- energy above the lowest of the compared OMol25 structures with the same formula, charge and spin (eV) = 0.155
- orbital gap (eV) = 12.9215
- E_tot (Ha) = -159.5793
- HOMO level (Ha) = -0.432
- net charge = 0
- lowest unoccupied orbital energy (eV) = 1.1702
- structure (SMILES) = CC.CC
- maximum force (eV/Å) = 1.1